Version A
C6H9NO | wB97M-V/def2-TZVPD

Results
HOMO level	-9.433	eV
structure (SMILES)	O=C1C[C@H]2CCCN12
gap between HOMO and LUMO	10.3	eV
charge	0

Last column: Löwdin charge in e.
Geometry (Å):
C -1.3046 -0.1639 0.0823  -0.476
C -1.0694 1.3366 0.1541  -0.006
C 0.3038 0.9876 -0.5503  -0.253
C 1.5548 0.8274 0.2183  -0.193
C 1.7025 -0.5680 0.6705  -0.166
C 0.9368 -1.2768 -0.4291  -0.077
H -1.1227 1.7574 1.2886  0.165
H -1.8215 1.9091 -0.4007  0.107
H 0.6447 1.5791 -1.4547  0.162
H 2.3797 1.1093 -0.3775  0.098
H 1.5481 1.6262 1.0305  0.145
H 2.6592 -0.9887 0.7726  0.102
H 1.2379 -0.7103 1.6260  0.116
H 1.5591 -1.3803 -1.3179  0.126
H 0.5745 -2.2375 -0.1277  0.116
N -0.2481 -0.3591 -0.6362  0.020
O -2.3332 -0.8760 0.3174  0.015


Version B
C6H9NO | wB97M-V/def2-TZVPD

Results
HOMO level	-9.460	eV
gap between HOMO and LUMO	10.4	eV
charge	0

Last column: Löwdin charge in e.
Geometry (Å):
C -0.1754 2.3703 1.8557  -0.071
C 0.3923 0.3199 0.6309  -0.463
C -0.0087 -0.5584 -0.5170  -0.179
C 0.6292 -1.6781 -0.8866  0.013
C -0.3826 -1.9130 -1.9352  -0.192
C -1.0960 -0.6299 -1.5135  -0.134
H -1.0538 2.4315 2.5396  0.088
H -0.0345 3.3681 1.4461  0.077
H 0.6729 2.0077 2.4435  0.082
H -1.1181 1.5963 0.1275  0.118
H 1.4977 -2.2981 -0.5982  0.132
H 0.0333 -1.8687 -2.9533  0.115
H -0.8964 -2.8496 -1.8370  0.103
H -1.0322 0.1757 -2.2513  0.116
H -2.1191 -0.7793 -1.1174  0.124
N -0.3746 1.4370 0.7650  0.011
O 1.3150 0.0865 1.3799  0.060


Stability verdict: version B, ahead by 11.4 kcal/mol


Version A
C6H9NO | wB97M-V/def2-TZVPD

Results
HOMO level	-9.030	eV
structure (SMILES)	C1O[C@H]2CN[C@@H]3[C@H]1[C@@H]32
gap between HOMO and LUMO	10.1	eV
charge	0

Last column: Löwdin charge in e.
Geometry (Å):
C -1.5239 -1.1864 0.1586  -0.144
C -0.7895 1.1446 0.1372  -0.161
C 0.8515 1.1596 -0.0109  -0.065
C 1.9998 -0.0443 -0.4356  -0.097
C 0.0264 -0.9088 -0.0358  -0.272
C 0.0412 0.2501 0.8554  -0.361
H -1.7903 -1.0913 1.3587  0.159
H -2.1991 -1.9528 -0.3713  0.123
H -1.7521 -0.0493 -1.5301  0.173
H -1.0667 2.1164 0.2608  0.087
H 1.0356 2.2692 0.3306  0.144
H 2.1138 -0.1321 -1.4856  0.077
H 2.9531 0.3311 0.2181  0.164
H 0.1346 -0.6891 -1.2139  0.167
H 0.3828 -0.1407 1.9015  0.199
N -1.9098 0.1997 -0.3839  -0.046
O 1.4926 -1.2760 0.2462  -0.147


Version B
C6H9NO | wB97M-V/def2-TZVPD

Results
HOMO level	-9.323	eV
structure (SMILES)	C=C[C@@H]1C(=O)CN1C
gap between HOMO and LUMO	10.1	eV
charge	0

Last column: Löwdin charge in e.
Geometry (Å):
C -1.2074 1.6583 -0.1982  -0.096
C 1.0757 0.9219 0.6783  -0.098
C 1.4119 -0.4048 0.0970  -0.292
C 0.0020 -0.4154 -0.5036  -0.262
C -0.9938 -0.9572 0.3638  -0.215
C -2.2283 -1.3075 0.0976  0.014
H -1.6835 1.2620 0.7514  0.099
H -1.8575 1.5286 -1.0205  0.070
H -1.1295 2.7748 -0.1558  0.097
H 0.6650 0.8364 1.7227  0.138
H 1.9048 1.6961 0.6076  0.145
H -0.1643 -0.8442 -1.4419  0.137
H -0.6149 -1.0508 1.3448  0.105
H -2.7394 -1.1449 -0.9510  0.111
H -2.9066 -1.6969 0.8966  0.074
N 0.0858 1.0545 -0.3913  -0.124
O 2.4455 -0.9643 -0.2780  0.098


Version C
C6H9NO | wB97M-V/def2-TZVPD

Results
HOMO level	-9.710	eV
structure (SMILES)	C=C1C[C@@H]1CC(N)=O
gap between HOMO and LUMO	10.5	eV
charge	0

Last column: Löwdin charge in e.
Geometry (Å):
C -2.0605 0.1895 -0.1392  -0.534
C -0.7158 -0.3667 -0.3835  -0.084
C 0.5062 0.5775 -0.3734  -0.204
C 1.2133 1.0663 0.8718  -0.038
C 1.8092 0.1293 -0.0102  -0.364
C 2.9122 -0.4562 -0.2872  0.050
H -3.9340 -0.3889 0.3916  0.107
H -2.7398 -1.6915 0.6810  0.146
H -0.6265 -1.3356 0.2693  0.152
H -0.7910 -0.7644 -1.3681  0.116
H 0.5880 1.1205 -1.3168  0.155
H 1.6697 2.0050 0.8612  0.095
H 0.7896 0.6242 1.8133  0.141
H 2.9850 -0.9531 -1.2642  0.066
H 3.8677 -0.4095 0.2801  0.077
N -2.9469 -0.6247 0.5317  0.106
O -2.5265 1.2784 -0.5572  0.012


Version D
C6H9NO | wB97M-V/def2-TZVPD

Results
HOMO level	-8.838	eV
structure (SMILES)	C=NC(=C)CCC=O
gap between HOMO and LUMO	9.6	eV
charge	0

Last column: Löwdin charge in e.
Geometry (Å):
O -2.6206 -1.0855 -1.0273  0.029
C -1.4715 -0.9589 -1.3899  -0.251
C -0.8277 0.4079 -1.3973  -0.165
C 0.6086 0.4082 -0.9150  -0.193
C 0.8795 0.2042 0.5029  -0.396
C 2.0983 -0.0757 0.9985  0.054
C -0.7579 -0.0146 2.1554  -0.029
N -0.0747 0.7323 1.4170  0.038
H -0.9801 -1.9240 -1.5983  0.128
H -1.4530 1.1644 -0.9037  0.124
H -0.8768 0.8104 -2.4141  0.122
H 0.9792 1.4334 -1.2171  0.142
H 1.3224 0.0117 -1.6323  0.120
H 2.9230 -0.1500 0.2986  0.058
H 2.3683 -0.2106 2.0366  0.058
H -0.7152 -1.1205 2.1410  0.091
H -1.4018 0.3672 2.9449  0.071


Stability verdict: version C, ahead by 5.6 kcal/mol


Version A
C6H9NO | wB97M-V/def2-TZVPD

Results
HOMO level	-7.725	eV
structure (SMILES)	C/C(O)=C(\C)[C@@H]1C=N1
gap between HOMO and LUMO	8.4	eV
charge	0

Last column: Löwdin charge in e.
Geometry (Å):
C -0.3128 -0.6828 -0.0884  -0.335
C -1.3085 -1.0841 0.9639  -0.030
C -0.6790 1.8437 0.1814  -0.043
C 0.0871 0.6347 -0.2789  -0.264
C 2.0912 -0.6564 -0.3899  -0.071
C 1.4282 0.7778 -0.7320  -0.196
O -0.2770 -1.5493 -1.1891  -0.001
N 2.6074 0.3644 0.0954  0.111
H -0.4482 -2.4578 -0.8998  0.101
H 2.3983 -1.6098 -0.8287  0.115
H 1.7227 1.5200 -1.4673  0.120
H -2.3364 -0.9584 0.6083  0.091
H -1.1814 -2.1395 1.2280  0.082
H -1.1672 -0.5061 1.8794  0.082
H -1.6524 1.9064 -0.3141  0.080
H -0.8467 1.8352 1.2637  0.079
H -0.1255 2.7620 -0.0319  0.079


Version B
C6H9NO | wB97M-V/def2-TZVPD

Results
HOMO level	-8.967	eV
gap between HOMO and LUMO	10.0	eV
charge	0

Last column: Löwdin charge in e.
Geometry (Å):
C 0.7094 1.7186 0.8849  -0.010
C 0.2247 0.4392 0.1951  -0.417
C -0.2369 -0.8181 0.9831  -0.040
C 0.1096 -1.5047 -0.3735  -0.185
C -0.9554 -0.9110 -1.2698  -0.212
C -0.8672 0.5010 -0.9028  -0.180
H 1.0050 2.4985 0.1174  0.101
H 1.5742 1.4950 1.4998  0.070
H -0.0326 2.1406 1.5167  0.065
H -1.3047 -0.8791 1.2559  0.121
H 0.3741 -1.1598 1.7769  0.100
H 0.3510 -2.5465 -0.5433  0.134
H 2.0508 -0.5326 -0.0273  0.110
H -1.1207 -1.1103 -2.3264  0.152
H -1.0280 1.3529 -1.5425  0.151
N 1.1853 -0.4314 -0.5935  0.054
O -2.0387 -0.2523 -0.6507  -0.013


Version C
C6H9NO | wB97M-V/def2-TZVPD

Results
HOMO level	-9.054	eV
structure (SMILES)	N=c1cc1.CCC=O
gap between HOMO and LUMO	9.9	eV
charge	0

Last column: Löwdin charge in e.
Geometry (Å):
C -1.5902 3.1452 -0.1805  0.058
C -1.2297 2.3141 -1.1645  0.075
C -2.6452 2.5160 -0.9010  -0.433
C 1.3261 -1.9143 -0.2060  -0.104
C 0.9623 -1.1528 1.0607  -0.221
C 1.2465 0.3169 0.9693  -0.289
N -3.8662 2.3501 -1.0715  0.082
O 1.7043 0.8880 0.0173  0.045
H -1.2798 3.8115 0.5915  0.093
H 2.3762 -1.7676 -0.4447  0.076
H 1.1404 -2.9783 -0.0774  0.071
H 0.7340 -1.5559 -1.0452  0.074
H -0.1006 -1.2673 1.2950  0.116
H 1.5143 -1.5391 1.9223  0.115
H 0.9871 0.8661 1.8981  0.119
H -4.1240 1.7097 -1.8184  0.039
H -0.4029 1.8804 -1.6803  0.084


Version D
C6H9NO | wB97M-V/def2-TZVPD

Results
HOMO level	-9.540	eV
gap between HOMO and LUMO	10.5	eV
charge	0

Last column: Löwdin charge in e.
Geometry (Å):
C -1.6832 0.8735 0.1894  -0.096
C -0.2253 0.1643 0.1688  -0.495
C 0.1591 -0.7046 -0.9880  -0.125
C 1.3675 -0.9443 0.0762  -0.113
C 2.1053 0.4765 -0.1628  -0.074
C 1.0910 1.1778 -0.2032  -0.067
H -2.0057 -0.8785 -0.9390  0.110
H -2.0206 1.8667 -0.4516  0.154
H -1.7626 1.2253 1.2251  0.093
H 0.3882 -0.3390 -2.0811  0.142
H -0.1629 -1.8834 -1.2868  0.156
H 1.7610 -1.8668 0.4611  0.112
H -0.0840 -1.2447 1.6731  0.120
H 3.2049 0.6198 -0.1774  0.118
H 1.2214 2.1208 -0.6124  0.087
N 0.3873 -0.4163 1.2715  0.059
O -2.5171 -0.3707 -0.1492  -0.182


Stability verdict: version B, ahead by 10.3 kcal/mol


Version A
C6H9NO | wB97M-V/def2-TZVPD

Results
HOMO level	-8.252	eV
structure (SMILES)	C=C(C)/C=C\NC=O
gap between HOMO and LUMO	9.0	eV
charge	0

Last column: Löwdin charge in e.
Geometry (Å):
C -1.6514 0.0115 -0.6744  -0.089
C -0.2933 0.4967 -1.1825  -0.384
C -0.2626 1.0009 -2.4061  0.021
C 0.9421 0.6124 -0.4342  -0.115
C 1.3573 0.0377 0.7046  -0.160
C 0.7602 -1.3051 2.6256  -0.383
H -2.2147 0.8522 0.0047  0.134
H -2.3998 -0.0679 -1.5726  0.099
H -1.6091 -0.9500 -0.2471  0.038
H 0.6154 1.4937 -2.8334  0.068
H -1.1401 0.7163 -3.0540  0.078
H 1.8893 0.9066 -0.9782  0.121
H 2.4296 -0.1158 0.9613  0.122
H -0.6531 0.1571 1.5595  0.275
H 1.9273 -1.6435 2.5732  0.172
N 0.4009 -0.5538 1.5445  -0.004
O -0.0980 -1.6491 3.4091  0.008


Version B
C6H9NO | wB97M-V/def2-TZVPD

Results
HOMO level	-8.533	eV
gap between HOMO and LUMO	8.9	eV
charge	0

Last column: Löwdin charge in e.
Geometry (Å):
C -0.5990 -0.3430 -0.0778  -0.532
C -0.8117 0.9061 1.0018  -0.175
C 0.0376 0.6960 -0.8314  -0.346
C 1.4529 0.6182 -0.7856  -0.040
C 1.8466 -0.2908 0.2262  -0.138
C 0.7517 -1.1456 0.4274  -0.182
H -1.8748 -1.3040 -1.5252  0.109
H -2.7393 -0.1273 -0.2372  0.226
H 0.1492 0.7785 1.7429  0.140
H -1.8301 0.8965 1.7202  0.163
H -0.2637 1.0392 -1.7540  0.126
H 2.1846 1.5080 -1.1176  0.157
H 2.8191 -0.2995 0.9546  0.165
H 0.2556 -1.8476 1.3807  0.184
H 0.8676 -1.9493 -0.6502  0.188
N -1.7601 -0.9509 -0.5054  0.030
O -0.4862 1.8155 0.0306  -0.074


Version C
C6H9NO | wB97M-V/def2-TZVPD

Results
HOMO level	-9.192	eV
gap between HOMO and LUMO	10.1	eV
charge	0

Last column: Löwdin charge in e.
Geometry (Å):
C 0.0154 0.5283 0.1976  -0.568
C -1.3725 1.2600 0.1183  -0.072
C -0.7528 -0.4938 -0.5529  -0.355
C 0.3217 -1.6295 -0.4318  -0.082
C 1.6289 -0.7422 -0.5959  -0.049
C 1.3569 0.6111 -0.4776  -0.002
H 0.2725 1.2669 2.1583  0.197
H -0.7062 -0.1705 1.7037  0.078
H -1.6190 2.0500 -0.7586  0.166
H -1.5756 1.5510 1.2556  0.136
H -0.8769 -0.2761 -1.6836  0.181
H 0.1753 -2.1950 -1.2771  0.068
H 0.2660 -2.0583 0.5830  0.118
H 2.4593 -1.2230 -1.2004  0.112
H 2.0447 1.4523 -0.6477  0.104
N 0.2907 0.1556 1.5912  0.050
O -1.9284 -0.0869 0.0178  -0.082


Stability verdict: version A, ahead by 66.9 kcal/mol


Version A
C6H9NO | wB97M-V/def2-TZVPD

Results
HOMO level	-9.089	eV
gap between HOMO and LUMO	9.4	eV
charge	0

Last column: Löwdin charge in e.
Geometry (Å):
C 2.4022 1.0595 0.1846  -0.130
C 1.6773 -0.2108 -0.0556  -0.492
C 0.7611 -0.4988 1.0304  -0.096
C -0.6557 -0.8341 0.9403  -0.002
C -1.4312 -0.2054 -0.1041  -0.474
C -2.7765 -0.4906 -0.7266  -0.003
H 3.3155 1.5310 -0.2506  0.091
H 1.8466 1.5960 1.2038  0.166
H 0.1896 1.4668 -1.3420  0.250
H 2.2686 -1.1879 -0.6201  0.203
H 1.5317 -0.8178 1.8415  0.135
H -0.9373 -1.6378 1.7073  0.130
H -0.7669 0.2535 -0.8753  0.070
H -2.9914 -0.1081 -1.9609  0.181
H -3.4605 -1.3062 -0.2868  0.112
N 1.4836 0.8101 -1.1086  -0.066
O -2.4567 0.5807 0.4227  -0.074


Version B
C6H9NO | wB97M-V/def2-TZVPD

Results
HOMO level	-9.018	eV
structure (SMILES)	O=C[C@@]12CCN[C@H]1C2
gap between HOMO and LUMO	9.9	eV
charge	0

Last column: Löwdin charge in e.
Geometry (Å):
C 1.3507 -0.8724 -0.4894  -0.253
C 0.2065 -0.7695 0.5061  -0.309
C 0.4499 0.5544 1.1877  -0.105
C 0.1376 1.5307 -0.0358  -0.180
C -0.9954 -0.3218 -0.3295  -0.260
C -0.8496 -1.7599 0.0779  -0.007
H 1.0278 -1.1897 -1.5168  0.139
H 1.4738 0.6532 1.5120  0.097
H -0.2830 0.7497 1.9994  0.120
H -0.6461 2.3062 0.2311  0.118
H 1.0330 2.1136 -0.3608  0.116
H -1.0303 1.2551 -1.7604  0.114
H -1.7963 0.1916 0.2708  0.147
H -1.6299 -2.1226 0.7657  0.114
H -0.5288 -2.5786 -0.5806  0.109
N -0.3784 0.7211 -1.1842  -0.029
O 2.4584 -0.4612 -0.2932  0.070


Version C
C6H9NO | wB97M-V/def2-TZVPD

Results
HOMO level (spin up / spin down)	-7.998 / -7.999	eV
structure (SMILES)	CC=C=O.CCC#N
gap between HOMO and LUMO (spin up / spin down)	8.1 / 8.1	eV
charge	0

Last column: Löwdin charge in e.
Geometry (Å):
C 1.8391 0.4858 0.4307  -0.226
C -1.6920 -0.1389 -0.4961  -0.195
C 2.6068 -0.4187 -0.5182  -0.106
C -2.9567 -0.1902 0.3532  -0.125
C 1.5917 1.7959 0.0848  -0.139
C -0.4015 -0.5420 0.3774  -0.226
O 1.8973 2.9142 0.2082  0.146
N -0.0557 -1.4816 0.9806  0.130
H 2.1576 0.3767 1.4667  0.123
H -1.7506 -0.9475 -1.2307  0.099
H -1.6654 0.7577 -1.1176  0.092
H 3.1770 0.1330 -1.2625  0.071
H 1.8631 -1.0534 -0.9987  0.054
H 3.2947 -1.0562 0.0356  0.078
H -2.9746 0.6065 1.0962  0.075
H -3.0687 -1.1611 0.8348  0.076
H -3.8621 -0.0802 -0.2445  0.072


Stability verdict: version C, ahead by 5.3 kcal/mol